1.
Below is C6H10N2O in the gas phase at a distorted geometry, with properties calculated with ωB97M-V/def2-TZVPD.

Properties
LUMO in hartree: 0.02721
Structure (SMILES): C=C([C@H](O)C#N)N(C)C
F_max in eV/A: 2.486
Net charge: 0
Kohn-Sham gap in eV: 9.097
Energy above the lowest of the compared OMol25 structures with the same formula, charge and spin in kcal per mole: 60.7
Energy in eV: -11409.45601
Spin multiplicity: 1
HOMO energy in eV: -8.36

```
19
C6H10N2O, DFT ωB97M-V/def2-TZVPD
C 0.719 1.599 0.202
H -1.016 -1.959 1.398
H -0.844 0.240 -2.143
H 0.419 3.302 1.100
H 1.765 0.315 2.260
C 1.161 -0.348 1.645
H -0.141 -2.756 0.070
N -0.855 2.737 -1.567
H -1.417 -1.331 -2.017
H 0.994 -1.334 2.058
C 0.599 0.095 0.503
H -1.840 -2.290 -0.114
N -0.432 -0.681 -0.235
H 1.733 1.769 -0.178
O 0.558 2.386 1.399
C -0.570 -0.710 -1.699
C -0.879 -1.984 0.314
C -0.280 2.061 -0.813
H 0.326 -1.110 -2.183
```

2.
Below is a molecular structure, C6H10N2O at a distorted geometry, with properties calculated with ωB97M-V/def2-TZVPD.

Properties
LUMO in hartree: 0.02814
F_max in eV/A: 10.620
Net charge: 0
Kohn-Sham gap in eV: 9.208
Energy above the lowest of the compared OMol25 structures with the same formula, charge and spin in kcal per mole: 151.5
Energy in eV: -11405.51701
Spin multiplicity: 1
HOMO energy in eV: -8.44

```
19
C6H10N2O, DFT ωB97M-V/def2-TZVPD
H 0.603 -1.616 -1.795
H -0.743 -1.552 1.930
O 1.289 0.908 1.642
C -0.470 -1.150 0.036
N -1.197 -0.533 -1.502
H 1.390 0.608 -1.920
C -0.378 1.313 -0.122
H 0.689 -2.331 1.433
H -1.141 -2.029 -0.007
H -0.462 2.413 -0.208
H -1.431 0.209 -2.168
N 0.091 -1.346 1.389
H -2.312 0.344 0.344
H 1.179 -0.100 1.671
C 0.756 0.516 -0.954
C -1.376 0.170 -0.171
H 1.459 2.154 0.107
C 0.125 -0.774 -1.121
C 1.045 1.223 0.376
```

3.
Below is C6H10N2O in the gas phase at a distorted geometry, with properties calculated with ωB97M-V/def2-TZVPD.

Properties
LUMO (spin up / spin down) in hartree: -0.00178 / -0.00177
Structure (SMILES): [H]/N=C(C(=C)C)\C(N)=C/O
F_max in eV/A: 2.791
Net charge: 0
Kohn-Sham gap (spin up / spin down) in eV: 7.902 / 7.903
Energy above the lowest of the compared OMol25 structures with the same formula, charge and spin in kcal per mole: 57.3
Energy in eV: -11409.60233
Spin multiplicity: 1
HOMO energy (spin up / spin down) in eV: -7.95 / -7.95

```
19
C6H10N2O, DFT ωB97M-V/def2-TZVPD
H 0.339 1.688 -1.719
H 1.915 1.998 -1.004
C -0.601 -2.271 -0.315
C -0.836 -0.915 -0.342
N -1.540 -0.353 -1.433
N -0.060 -0.610 1.916
H -1.754 0.627 -1.324
C 0.519 1.118 0.361
C 0.751 1.999 1.336
O 0.051 -2.896 0.646
H 1.296 2.914 1.150
H 0.370 1.822 2.329
H -1.127 -0.520 -2.340
H 1.453 0.351 -1.425
H -0.896 -1.114 2.216
H -0.933 -2.892 -1.142
H 0.197 -2.126 1.421
C 1.083 1.295 -1.026
C -0.226 -0.116 0.697
```